1.
# C7H10

One molecule with the formula C7H10 (ωB97M-V with the def2-TZVPD basis set, OMol25).

E_HOMO: -8.75 eV
relative energy (zero: lowest compared OMol25 entry of this formula, charge and spin): 25.94 kcal per mole
E_LUMO: 1.18 eV
SMILES: C[C@@H]1[C@@H]2C=CC[C@H]12
Kohn-Sham gap: 9.9 eV

Geometry as XYZ:
```
17
Properties=species:S:1:pos:R:3:forces:R:3:lowdin_charge:R:1
C 0.849728 0.052399 1.379761 0.0 0.1 -0.1 -0.07
C 0.368139 -0.834660 -0.787387 0.1 0.0 -0.2 -0.20
C 1.211753 0.431479 -0.923585 0.0 0.0 0.0 -0.15
C -1.011648 -0.738857 -0.188984 -0.1 0.0 0.0 -0.26
C 1.400081 0.895644 0.504945 -0.1 -0.1 0.1 -0.10
C 0.166055 -1.085334 0.695572 0.1 -0.1 0.2 -0.20
C -1.792842 0.552178 -0.072081 0.1 0.0 0.0 -0.06
H 0.215898 -2.081945 1.127853 0.0 0.2 -0.1 0.13
H -1.150428 1.432809 -0.153777 -0.1 -0.1 0.0 0.07
H -1.635640 -1.602026 -0.419742 0.1 0.1 0.1 0.13
H 0.570876 -1.659343 -1.464868 0.0 0.1 0.1 0.13
H 1.905112 1.823804 0.759472 -0.1 -0.1 0.0 0.10
H -2.546269 0.614788 -0.864678 0.1 0.0 0.1 0.08
H 0.725503 1.197690 -1.543756 0.1 -0.1 0.1 0.11
H -2.310459 0.612613 0.891447 0.0 0.0 -0.1 0.08
H 0.857350 0.175735 2.458901 0.0 0.0 -0.2 0.10
H 2.176791 0.213032 -1.399098 -0.1 0.0 0.1 0.11
```
Positions in Å, forces in eV/Å.

2.
# C2H3IO

A 2-piece molecular cluster, C2H3IO overall at a distorted geometry (ωB97M-V with the def2-TZVPD basis set, OMol25).

E_HOMO (spin up / spin down): -7.96 / -9.89 eV
relative energy (zero: lowest compared OMol25 entry of this formula, charge and spin): 141.03 kcal per mole
E_LUMO (spin up / spin down): -0.50 / -0.17 eV
Kohn-Sham gap (spin up / spin down): 7.5 / 9.7 eV

Geometry as XYZ:
```
7
Properties=species:S:1:pos:R:3:forces:R:3:lowdin_charge:R:1
I 2.466640 -0.323625 -0.045691 1.2 0.1 0.3 0.90
O -0.147299 1.190039 -0.330104 0.6 2.6 -1.0 -0.05
C -0.633624 0.279104 0.593542 -1.2 -1.1 4.7 -0.23
C 0.513842 0.049878 -0.190155 0.1 -1.5 -1.6 -0.97
H -0.623563 0.492481 1.782224 0.2 -0.1 -3.0 0.17
H -1.491794 -0.242976 0.258773 -1.0 -0.3 0.0 0.08
H -0.084199 -1.444904 -2.068587 0.1 0.4 0.6 0.10
```
Positions in Å, forces in eV/Å.

3.
# C20H20BrN4OReSbSe5Si

C20H20BrN4OReSbSe5Si as an isolated structure at a distorted geometry (ωB97M-V with the def2-TZVPD basis set, OMol25).

E_HOMO (spin up / spin down): -11.36 / -11.36 eV
total charge: +1
relative energy (zero: lowest compared OMol25 entry of this formula, charge and spin): 0.00 kcal per mole
E_LUMO (spin up / spin down): -6.51 / -6.50 eV
Kohn-Sham gap (spin up / spin down): 4.9 / 4.9 eV

Geometry as XYZ:
```
54
Properties=species:S:1:pos:R:3:forces:R:3:lowdin_charge:R:1
Re 9.936404 11.455036 8.269786 -0.9 1.5 0.5 0.73
Sb 10.648969 13.864805 5.519233 0.1 0.2 0.1 -0.09
Br 17.020782 17.193016 8.089536 -0.6 -0.2 0.2 0.78
Se 9.219780 15.476856 4.657502 0.1 0.1 0.0 0.06
Se 7.513838 11.629381 8.743789 0.0 -0.5 -1.2 0.78
Se 9.803442 11.456626 5.885164 0.6 0.4 -1.0 0.41
Se 12.624576 12.642690 4.798569 -0.9 -0.4 0.3 0.11
Se 10.813209 13.727445 8.097010 -0.4 -0.2 -0.5 0.34
Si 9.476503 8.389640 9.219214 0.6 0.7 0.1 0.43
O 10.033863 11.911460 10.183730 0.3 0.3 0.7 -0.38
N 15.197820 11.681749 12.063662 0.8 0.7 -0.1 0.09
N 6.276619 10.038491 6.423795 0.4 0.4 0.6 0.10
N 16.184629 12.347456 11.684982 -0.7 -0.8 0.1 0.10
N 11.861592 10.820059 8.728161 -0.1 0.1 -0.5 -0.11
C 9.342811 6.845359 8.273646 0.2 -2.4 0.6 -0.17
C 12.697338 10.112199 7.955811 -0.3 0.7 0.2 -0.08
C 11.038456 8.504050 10.223382 0.3 -1.1 -0.1 -0.15
C 15.094044 14.272895 10.478970 -0.2 1.0 0.5 0.00
C 12.263873 11.418342 9.904844 0.8 -0.8 -0.2 -0.23
C 15.328718 15.441606 9.735243 -0.3 -0.3 -0.4 -0.09
C 8.122117 8.846433 10.358686 -1.0 -0.4 -0.2 -0.21
C 13.875981 11.859088 11.548552 1.7 0.4 1.1 -0.23
C 13.607673 11.317499 10.286419 -1.2 -0.2 -0.3 -0.09
C 17.408916 13.699776 10.191475 -0.2 -0.2 0.1 -0.02
C 16.154220 13.410575 10.718363 -0.3 -0.1 0.3 -0.25
C 11.618861 12.583620 11.957751 0.2 -1.2 -0.3 0.07
C 14.477106 10.573636 9.447324 0.9 0.8 1.7 0.06
C 6.730076 10.659883 7.290159 0.2 0.4 0.4 -0.67
C 9.624704 9.518515 7.660319 1.7 0.1 -0.6 -0.57
C 17.587974 14.782276 9.376391 1.3 1.1 -0.5 -0.13
C 14.037349 9.943713 8.332958 -0.5 0.1 -0.5 0.00
C 11.284217 12.015961 10.719076 -0.5 0.1 -0.1 -0.35
C 16.537948 15.669321 9.117103 1.1 -0.6 0.4 -0.67
C 12.947863 12.422515 12.402719 -0.9 -0.5 -1.8 0.01
H 13.211033 12.705680 13.388458 0.4 0.3 0.7 0.12
H 10.479275 9.076894 7.101823 -0.5 -0.1 0.5 0.01
H 7.985556 8.142206 11.160284 0.4 -0.6 0.5 0.04
H 7.131298 8.841868 9.898980 0.1 0.3 -0.2 0.04
H 10.902699 12.967734 12.678067 -0.2 0.1 -0.5 0.14
H 18.230070 13.087902 10.510860 0.3 -0.2 0.0 0.12
H 9.252550 6.022138 9.027366 0.0 0.4 -0.4 0.06
H 12.281413 9.734873 7.006835 0.4 0.1 0.7 0.12
H 8.786954 9.389165 7.017917 -1.0 -0.5 -0.2 -0.05
H 8.323025 9.797194 10.823084 0.0 0.4 0.1 0.00
H 14.728384 9.369871 7.749739 0.0 -0.2 -0.4 0.12
H 18.605559 15.094358 9.042339 -0.9 -0.6 0.2 0.12
H 14.160840 14.179284 11.050664 0.5 0.1 -0.6 0.11
H 15.523170 10.530926 9.779615 -0.4 -0.3 -0.4 0.14
H 8.449571 6.728103 7.673107 -0.2 0.3 -0.3 0.05
H 14.594761 16.202753 9.613883 -0.8 0.2 0.1 0.10
H 10.225650 6.541921 7.679592 -0.4 0.5 0.2 0.06
H 10.990426 7.618619 10.893576 0.4 0.4 -0.3 0.07
H 11.962526 8.503075 9.623572 -0.4 -0.5 0.4 0.04
H 11.079713 9.377701 10.848709 -0.2 0.3 0.4 0.02
```
Positions in Å, forces in eV/Å.

4.
# CH4N2O2

A 2-piece molecular cluster, CH4N2O2 overall at a distorted geometry (ωB97M-V with the def2-TZVPD basis set, OMol25).

E_HOMO: -9.92 eV
relative energy (zero: lowest compared OMol25 entry of this formula, charge and spin): 93.04 kcal per mole
E_LUMO: 0.65 eV
SMILES: [H]/N=[NH+]\[O-].C=O
Kohn-Sham gap: 10.6 eV

Geometry as XYZ:
```
9
Properties=species:S:1:pos:R:3:forces:R:3:lowdin_charge:R:1
O -1.961702 1.466010 -0.212633 -2.8 1.4 -0.9 0.04
O 1.609530 0.601584 -0.165938 0.9 2.6 0.0 -0.08
N -0.994758 0.828615 0.017283 3.7 0.2 1.5 -0.29
N -0.784986 -0.327681 0.373127 -0.6 -3.2 0.4 0.08
C 1.268700 -0.533849 -0.160397 -0.2 -3.9 0.4 -0.29
H -1.528722 -1.045272 0.404183 -0.2 1.2 -0.2 0.13
H 0.909464 -1.028706 -1.162165 0.7 0.3 1.7 0.12
H 1.477020 -1.211723 0.809844 -0.4 0.9 -2.2 0.12
H 0.005453 1.251021 0.096695 -1.2 0.6 -0.8 0.17
```
Positions in Å, forces in eV/Å.

5.
# C4H12N3

One molecule with the formula C4H12N3 at a distorted geometry (ωB97M-V with the def2-TZVPD basis set, OMol25).

multiplicity: 2
E_HOMO (spin up / spin down): -4.97 / -6.12 eV
relative energy (zero: lowest compared OMol25 entry of this formula, charge and spin): 73.09 kcal per mole
E_LUMO (spin up / spin down): 0.27 / 0.23 eV
Kohn-Sham gap (spin up / spin down): 5.2 / 6.3 eV
expectation value of S²: 0.75

Geometry as XYZ:
```
19
Properties=species:S:1:pos:R:3:forces:R:3:lowdin_charge:R:1
N 1.393694 -0.637654 0.936469 0.9 0.4 -0.9 0.11
N 0.161258 -1.399881 -1.553986 -1.4 -0.2 0.5 -0.15
N -1.702244 -0.460125 -0.120425 0.3 -1.2 1.0 -0.10
C -1.250467 0.922998 -0.118358 -1.1 0.8 -2.5 -0.25
C 1.104816 0.848737 1.025191 0.1 -0.5 0.7 -0.15
C 0.215334 1.317415 -0.130978 1.0 -0.8 0.6 -0.20
C -0.866983 -1.528768 -0.614432 1.8 0.4 -0.3 -0.43
H 2.120639 1.275029 1.094058 -0.5 0.3 -0.5 0.12
H 1.760334 -0.805696 -0.021542 -0.5 -0.2 -0.2 0.11
H -2.658133 -0.556192 -0.464387 0.2 0.4 0.3 0.10
H -1.847632 1.559921 0.527297 0.0 -0.2 0.7 0.10
H 2.181420 -0.824957 1.576437 -1.0 -0.5 -0.1 0.15
H 0.690793 0.975436 2.031991 -0.3 0.2 -0.3 0.12
H -1.021711 -2.477449 -0.098223 -0.3 -0.1 0.2 0.05
H 0.525853 -1.264362 0.907546 0.3 0.3 0.2 0.12
H -0.248673 -1.450317 -2.509529 0.6 0.4 0.6 -0.02
H -1.573985 1.229693 -1.123449 0.2 0.9 0.0 0.11
H 0.389841 2.370874 -0.311337 -0.6 0.5 0.6 0.11
H 0.625845 0.905297 -1.032343 0.3 -0.7 -0.5 0.08
```
Positions in Å, forces in eV/Å.

6.
# C16H48ClO12

A 9-piece molecular cluster, C16H48ClO12 overall (ωB97M-V with the def2-TZVPD basis set, OMol25).

E_HOMO: -7.52 eV
total charge: -1
relative energy (zero: lowest compared OMol25 entry of this formula, charge and spin): 0.00 kcal per mole
E_LUMO: 2.66 eV
Kohn-Sham gap: 10.2 eV

Geometry as XYZ:
```
77
Properties=species:S:1:pos:R:3:forces:R:3:lowdin_charge:R:1
Cl -1.408222 -0.503772 -0.482113 -0.2 0.1 -0.6 0.66
O -2.930334 0.661580 -5.417247 -0.1 0.0 0.1 -0.14
O -3.157651 -4.184063 3.325619 -0.1 -0.1 0.1 -0.14
O -4.268421 3.680256 2.317372 0.0 0.1 -0.1 -0.13
O -3.148110 -4.038225 0.490184 0.1 -0.3 -0.3 -0.14
O 1.706858 -2.301330 -2.304076 0.3 0.0 0.2 -0.07
O 1.703154 3.124050 -5.330056 0.1 0.0 0.1 -0.06
O -2.424402 0.516062 -0.566439 0.1 -0.1 0.3 -0.35
O -0.332182 -0.145774 -1.391470 0.2 -0.1 0.2 -0.37
O -1.966356 -1.771253 -0.900187 0.1 -0.1 0.1 -0.35
O 1.916773 0.013079 5.672987 -0.1 -0.1 -0.2 -0.07
O 1.787623 1.373193 1.219045 0.1 0.1 0.0 -0.08
O -0.892404 -0.616000 0.864114 0.1 0.1 0.0 -0.36
C -2.350840 -5.183609 0.221167 -0.1 0.0 -0.1 -0.14
C 1.801611 -0.951795 3.431228 0.2 -0.2 -0.1 -0.06
C 2.442242 1.710310 -3.574435 0.4 0.0 0.2 -0.05
C 0.290909 0.900502 4.217464 -0.5 0.1 -0.1 -0.06
C 2.881081 -1.250746 -0.484410 0.2 -0.1 0.0 -0.05
C 1.547641 2.457766 0.321773 -0.4 -0.3 -0.3 -0.49
C 3.061365 -3.715908 -0.940084 -0.2 -0.1 0.2 -0.06
C 1.027132 -0.357494 4.589980 0.3 -0.1 0.3 -0.48
C 0.136860 2.989562 0.520309 0.3 0.3 0.4 -0.05
C 1.267228 2.096103 -4.424583 -0.2 -0.1 -0.4 -0.50
C 0.088419 2.553114 -3.607932 -0.6 -0.2 0.0 -0.05
C -3.481397 3.154052 1.250328 0.5 -0.3 0.1 -0.16
C 2.617345 3.485844 0.590932 0.3 0.0 0.2 -0.06
C -2.318969 -3.066654 3.537461 0.2 0.1 -0.2 -0.17
C -3.299349 0.470906 -4.047290 0.0 0.1 0.0 -0.14
C 2.161035 -2.501826 -0.954716 -0.4 0.3 -0.3 -0.49
H -2.622228 -5.647504 -0.734017 0.0 0.0 0.0 0.08
H -2.529599 -5.907777 1.015297 0.0 0.0 0.0 0.08
H 3.300730 1.458495 -4.199848 -0.1 -0.1 0.0 0.08
H -2.729513 2.451188 1.619921 -0.1 0.0 0.0 0.07
H 0.923921 3.462369 -5.781044 0.0 0.0 0.0 0.08
H -1.286273 -4.937680 0.193040 0.0 0.0 0.1 0.08
H -0.434965 1.149052 4.994213 0.2 0.2 0.1 0.08
H 3.182383 -1.308991 0.563831 0.0 -0.1 0.0 0.08
H -2.860570 -3.341843 -0.121325 0.0 0.3 0.3 0.04
H -4.201464 1.048882 -3.847211 0.0 0.0 -0.2 0.08
H 2.362853 -0.184010 2.897823 0.0 0.0 0.1 0.07
H 2.753841 2.530211 -2.920317 -0.1 0.0 0.0 0.08
H 1.642611 2.101060 -0.715497 0.0 0.0 0.1 0.11
H -4.160841 3.095587 3.069592 -0.1 0.0 0.0 0.06
H -2.916466 3.949235 0.761562 -0.3 0.2 0.0 0.07
H -1.952969 -3.128149 4.559989 0.0 0.1 0.1 0.07
H -0.274208 0.787456 3.289688 0.1 -0.1 0.0 0.07
H 0.319444 -1.094907 4.981552 0.0 -0.1 -0.1 0.13
H 1.014261 1.703615 4.087070 -0.1 0.1 0.0 0.08
H 2.183605 0.856507 -2.947094 0.1 0.0 0.0 0.07
H -0.309094 1.729731 -3.006945 0.3 0.1 0.2 0.06
H 1.136110 -1.441223 2.714932 -0.1 0.1 0.0 0.08
H -0.603754 2.230480 0.282495 -0.1 0.0 -0.1 0.05
H -3.382237 -4.195706 2.385005 0.0 0.2 -0.1 0.03
H 1.102607 0.699072 1.100494 -0.1 0.1 -0.1 0.05
H -4.091639 2.626764 0.517733 -0.1 0.1 0.0 0.07
H 2.499343 4.375065 -0.026987 -0.1 0.0 -0.1 0.08
H -2.386856 -0.086563 -5.675675 0.1 0.1 0.0 0.07
H -0.053615 3.889149 -0.070762 0.0 -0.1 -0.1 0.08
H 3.601480 3.054902 0.389900 0.0 0.0 0.0 0.08
H -2.529068 0.835615 -3.365791 0.1 -0.2 0.0 0.05
H 0.368085 3.386937 -2.963497 -0.1 0.0 0.0 0.08
H -3.519115 -0.577653 -3.844935 0.1 0.0 0.1 0.08
H 2.582015 -0.677821 5.758408 -0.1 0.0 0.0 0.07
H -1.452225 -3.057919 2.865541 0.0 -0.1 0.0 0.07
H 2.257189 -0.364133 -0.581590 -0.1 0.0 -0.1 0.05
H -0.753366 2.826468 -4.255816 0.2 0.2 0.0 0.08
H 2.596930 3.781322 1.643983 -0.1 0.0 -0.1 0.08
H 1.231726 -1.460464 -2.271572 -0.3 -0.1 -0.1 0.04
H 1.261998 -2.689082 -0.349818 0.2 0.0 0.2 0.13
H 0.037002 3.263686 1.576916 -0.1 0.0 -0.1 0.09
H 2.484043 -4.629098 -1.090033 0.0 0.0 -0.1 0.07
H 3.551576 -3.792103 0.032775 0.1 0.0 -0.1 0.08
H 2.501838 -1.714826 3.791220 0.0 0.0 0.0 0.08
H 3.773761 -1.124017 -1.106248 0.0 0.1 0.1 0.09
H 3.805563 -3.630611 -1.731866 0.1 0.0 0.0 0.08
H -2.842930 -2.117142 3.382130 0.0 0.0 0.1 0.08
H 0.959443 1.218443 -5.012151 0.1 0.1 0.0 0.14
```
Positions in Å, forces in eV/Å.